# 1
Formula: C20H30N2O5
Source: the Open Molecules 2025 dataset
Level of theory: ωB97M-V with the def2-TZVPD basis set

Structure (ORCA input):
```
! wB97M-V def2-TZVPD RIJCOSX def2/J DEFGRID3
* xyz 0 1
C -7.997 -0.608 0.718
C -6.944 -1.606 0.253
C -5.777 -1.694 1.233
C -4.692 -2.651 0.732
O -4.124 -2.243 -0.496
C -3.252 -1.203 -0.530
C -2.846 -0.806 -1.808
C -1.951 0.226 -1.970
C -1.454 0.910 -0.862
C -0.480 2.013 -1.064
O 0.414 1.965 -1.892
N -0.695 3.106 -0.287
C 0.301 4.145 -0.165
C 1.064 4.023 1.165
C 1.446 2.560 1.361
O 0.760 1.801 2.018
N 2.570 2.189 0.726
C 2.989 0.810 0.608
C 3.073 0.390 -0.860
C 3.319 -1.109 -0.999
C 4.696 -1.508 -0.518
O 5.626 -0.760 -0.363
O 4.757 -2.828 -0.310
C 6.005 -3.362 0.135
C 6.164 -3.223 1.642
C -1.837 0.502 0.410
C -2.724 -0.546 0.579
H -8.820 -0.564 0.009
H -8.394 -0.897 1.689
H -7.568 0.388 0.806
H -7.399 -2.593 0.145
H -6.563 -1.307 -0.726
H -6.129 -2.049 2.203
H -5.349 -0.698 1.370
H -3.914 -2.790 1.493
H -5.135 -3.626 0.512
H -3.247 -1.337 -2.657
H -1.629 0.525 -2.956
H -1.371 3.033 0.457
H -0.179 5.126 -0.238
H 0.979 4.014 -1.012
H 1.942 4.668 1.156
H 0.414 4.315 1.991
H 3.049 2.853 0.137
H 2.245 0.214 1.141
H 3.964 0.682 1.091
H 3.895 0.926 -1.338
H 2.145 0.659 -1.365
H 2.575 -1.687 -0.450
H 3.250 -1.399 -2.050
H 6.818 -2.840 -0.381
H 5.987 -4.412 -0.164
H 5.330 -3.698 2.154
H 7.090 -3.696 1.957
H 6.195 -2.171 1.916
H -1.400 0.966 1.283
H -2.985 -0.846 1.582
*
```

SMILES	CCCCOc1ccc(C(=O)NCCC(=O)NCCCC(=O)OCC)cc1
HOMO	-8.54	eV
Kohn-Sham gap	9.37	eV

# 2
Formula: C19H28N2O5
Source: the Open Molecules 2025 dataset
Level of theory: ωB97M-V with the def2-TZVPD basis set

Structure (ORCA input):
```
! wB97M-V def2-TZVPD RIJCOSX def2/J DEFGRID3
* xyz 0 1
C 3.053 2.868 3.542
C 3.762 1.902 4.483
C 2.875 0.749 4.966
O 2.602 -0.186 3.942
C 1.490 -0.099 3.168
C 1.428 -1.029 2.125
C 0.347 -1.073 1.273
C -0.713 -0.181 1.438
C -1.882 -0.108 0.523
O -2.561 0.904 0.420
N -2.156 -1.217 -0.191
C -3.092 -1.179 -1.294
C -2.891 -2.402 -2.191
C -1.417 -2.555 -2.521
O -0.644 -3.100 -1.748
N -1.038 -2.063 -3.713
C 0.335 -2.109 -4.160
C 1.040 -0.754 -4.075
C 1.068 -0.194 -2.649
C -0.045 0.806 -2.406
O -1.104 0.808 -2.986
O 0.314 1.693 -1.492
C -0.615 2.738 -1.164
C 0.018 3.599 -0.088
C -0.643 0.748 2.470
C 0.434 0.793 3.332
H 3.739 3.651 3.227
H 2.205 3.339 4.036
H 2.696 2.352 2.654
H 4.118 2.442 5.363
H 4.628 1.472 3.977
H 3.421 0.176 5.724
H 1.957 1.130 5.423
H 2.255 -1.711 2.005
H 0.350 -1.796 0.471
H -1.566 -2.034 -0.128
H -4.119 -1.153 -0.911
H -2.923 -0.255 -1.860
H -3.491 -2.298 -3.094
H -3.204 -3.298 -1.651
H -1.655 -1.427 -4.195
H 0.353 -2.466 -5.195
H 0.844 -2.837 -3.524
H 2.059 -0.883 -4.441
H 0.531 -0.044 -4.730
H 0.948 -1.004 -1.926
H 2.012 0.304 -2.430
H -1.548 2.292 -0.807
H -0.824 3.313 -2.073
H -0.664 4.400 0.180
H 0.953 4.026 -0.441
H 0.217 2.994 0.792
H -1.459 1.446 2.583
H 0.438 1.531 4.119
*
```

SMILES	CCCOc1ccc(C(=O)NCCC(=O)NCCCC(=O)OCC)cc1
HOMO	-8.45	eV
Kohn-Sham gap	9.31	eV

# 3
Formula: C11H32O3Si2
Source: the Open Molecules 2025 dataset
Level of theory: ωB97M-V with the def2-TZVPD basis set

Structure (ORCA input):
```
! wB97M-V def2-TZVPD RIJCOSX def2/J DEFGRID3
* xyz 0 1
C 4.670 -5.193 0.996
Si 4.596 -3.782 -0.223
C 5.306 -2.231 0.545
C 5.505 -4.209 -1.789
O 3.023 -3.482 -0.662
C 1.885 -3.846 0.107
C 0.642 -3.388 -0.634
Si 0.676 -1.530 -0.943
H 5.717 -5.411 1.216
H 4.209 -6.106 0.612
H 4.181 -4.933 1.937
H 6.307 -2.021 0.164
H 4.667 -1.381 0.296
H 5.368 -2.291 1.633
H 6.491 -4.629 -1.578
H 5.638 -3.318 -2.404
H 4.942 -4.938 -2.375
H 1.937 -3.367 1.093
H 1.868 -4.930 0.271
H 0.620 -3.884 -1.607
H -0.250 -3.686 -0.079
H 1.368 -0.873 0.194
H -0.688 -0.979 -1.068
H 1.438 -1.226 -2.174
C -4.033 1.869 -0.092
C -3.925 0.443 -0.602
C -5.286 -0.205 -0.800
O -3.108 -0.349 0.262
H -4.542 1.881 0.878
H -3.049 2.317 0.033
H -4.604 2.496 -0.777
H -3.384 0.439 -1.551
H -5.826 -0.242 0.151
H -5.177 -1.223 -1.173
H -5.892 0.364 -1.507
H -3.533 -0.377 1.128
C -3.033 7.245 0.568
C -2.699 5.812 0.946
C -1.345 5.698 1.627
O -2.769 4.954 -0.193
H -2.286 7.634 -0.130
H -4.010 7.297 0.089
H -3.040 7.892 1.447
H -3.472 5.426 1.614
H -0.556 6.048 0.955
H -1.135 4.663 1.892
H -1.308 6.306 2.532
H -2.103 5.246 -0.827
*
```

SMILES	C[Si](C)(C)OCC[SiH3].CC(C)O.CC(C)O
HOMO	-9.77	eV
Kohn-Sham gap	10.61	eV